Entry 1:
64
Properties=species:S:1:pos:R:3 method="wB97M-V/def2-TZVPD" e_lumo_ev=2.9 total_charge=-1 multiplicity=1
O -0.66 0.05 -0.41
H 0.32 0.01 -0.51
C -3.00 -2.45 0.77
O -3.57 -3.58 0.72
N -2.19 -2.09 -0.25
N -3.08 -1.57 1.68
H -1.60 -1.27 -0.27
H -2.24 -2.70 -1.05
H -3.49 -1.88 2.55
H -2.53 -0.73 1.62
C 1.96 3.71 0.44
C 0.52 3.08 0.21
O 0.56 2.33 -0.96
H 2.45 4.35 -0.30
H 2.65 2.90 0.69
H 1.79 4.36 1.29
H -0.16 3.92 0.07
H 0.09 2.45 0.99
H 0.02 1.54 -0.81
C -4.80 2.63 -0.03
C -3.42 2.03 0.21
O -3.13 1.37 -0.98
H -4.81 3.29 -0.89
H -5.13 3.30 0.77
H -5.61 1.90 -0.05
H -3.48 1.34 1.05
H -2.73 2.84 0.45
H -2.23 1.05 -0.86
C -1.70 0.90 -3.99
C -2.11 -0.52 -3.65
O -1.06 -1.25 -3.02
H -1.02 1.28 -3.22
H -2.57 1.54 -4.03
H -1.07 0.99 -4.87
H -2.38 -1.11 -4.53
H -2.99 -0.67 -3.02
H -0.96 -0.82 -2.17
C 6.09 -0.66 -0.60
C 4.67 -0.43 -0.13
O 3.78 -0.32 -1.27
H 6.79 -0.76 0.24
H 6.45 0.00 -1.39
H 6.09 -1.66 -1.02
H 4.74 0.48 0.47
H 4.39 -1.21 0.58
H 2.97 -0.70 -0.92
C 2.49 -3.68 0.35
C 1.21 -3.21 -0.34
O 1.43 -1.84 -0.34
H 3.30 -3.28 -0.24
H 2.62 -4.76 0.24
H 2.60 -3.46 1.41
H 0.31 -3.47 0.21
H 1.18 -3.60 -1.36
H 0.58 -1.40 -0.31
C 0.26 0.38 4.37
C 0.40 -0.06 2.98
O -0.71 0.39 2.23
H -0.63 0.02 4.88
H 0.30 1.47 4.45
H 1.03 0.01 5.05
H 0.31 -1.15 2.88
H 1.36 0.32 2.63
H -0.65 0.09 1.32



Entry 2:
19
Properties=species:S:1:pos:R:3 method="wB97M-V/def2-TZVPD" e_lumo_ev=-6.1 total_charge=+1 de_lowest_kcal_mol=41.93 multiplicity=1
C -0.88 -2.47 -1.25
C -0.77 -1.23 -1.85
C -0.34 -2.73 0.08
C -0.07 -0.24 -1.16
C 0.15 -1.68 0.82
C 0.45 -0.49 0.07
N 0.86 4.16 -0.45
N 0.13 3.92 0.32
O 2.20 0.14 1.89
O 1.77 1.91 0.18
O -1.96 2.45 0.98
O 0.05 1.53 1.78
S 1.42 0.72 0.88
S -0.86 2.73 1.81
H -1.34 -3.35 -1.79
H -1.26 -0.97 -2.81
H -0.40 -3.74 0.42
H 0.16 0.87 -1.55
H 0.70 -1.54 1.63



Entry 3:
28
Properties=species:S:1:pos:R:3 method="wB97M-V/def2-TZVPD" e_lumo_ev=0.2 de_lowest_kcal_mol=4.44 multiplicity=1
Li 0.07 -0.20 -0.03
C -1.38 3.76 -0.05
C -1.15 2.28 -0.11
N 0.02 1.74 -0.11
N 1.11 2.49 -0.03
C 2.25 1.79 -0.10
N 3.36 2.54 0.07
S 2.46 0.13 -0.41
C -2.27 1.34 -0.14
C -3.60 1.77 -0.07
C -4.62 0.85 -0.03
C -4.31 -0.51 -0.07
C -2.97 -0.86 -0.16
N -1.98 0.02 -0.19
H -0.41 4.25 -0.04
H -1.93 4.04 0.85
H -1.94 4.11 -0.92
H 3.27 3.54 0.11
H 4.25 2.12 -0.12
H -3.81 2.83 -0.04
H -5.65 1.17 0.03
H -5.08 -1.26 -0.04
H -2.68 -1.90 -0.21
Cl -0.06 -0.52 2.39
C 0.04 -2.26 2.16
Cl 0.06 -2.65 0.44
H -0.82 -2.73 2.61
H 0.97 -2.62 2.61



Entry 4:
11
Properties=species:S:1:pos:R:3 method="wB97M-V/def2-TZVPD" e_lumo_ev=0.8 smiles="C=CN.O" de_lowest_kcal_mol=49.34 multiplicity=1
C -0.11 -0.38 1.79
C 0.37 0.03 0.55
N 0.67 1.36 0.26
H -0.57 0.39 2.58
H 0.04 -1.47 2.11
H 0.09 -0.74 -0.21
H 0.61 1.95 1.16
H 1.32 1.47 -0.48
O -0.82 -1.16 -2.87
H -0.33 -0.28 -2.87
H -1.26 -1.16 -2.01